Record 1
Below is a 2-piece molecular cluster, C7H17NOSi overall, with properties calculated with ωB97M-V/def2-TZVPD.

```
27
Properties=species:S:1:pos:R:3
C -2.709 -0.356 0.086
C 3.056 -1.215 0.060
C 0.843 -1.333 -1.121
C 0.138 1.721 1.764
C 1.329 2.020 -1.367
C -3.916 -0.437 -0.518
C 1.566 -0.891 0.139
N -2.633 -0.755 1.453
O -1.793 0.242 -0.544
Si 1.161 0.933 0.289
H 3.196 -2.302 0.004
H 3.465 -0.776 -0.879
H 3.660 -0.792 0.849
H 0.806 -2.395 -1.358
H 1.225 -0.973 -2.125
H -0.094 -0.844 -1.033
H 0.435 2.788 1.803
H -0.857 1.246 1.585
H 0.302 1.378 2.788
H 1.495 3.050 -1.100
H 2.115 1.600 -2.041
H 0.379 1.977 -1.958
H -4.036 -0.503 -1.639
H -4.873 -0.663 0.033
H 1.271 -1.546 0.986
H -3.563 -0.962 1.809
H -1.968 -0.214 2.033
```

Summary:
Energy above the lowest of the compared OMol25 structures with the same formula, charge and spin in eV: 4.8248
M in g/mol: 159.31
LUMO (spin up / spin down) in eV: 0.68 / -1.62
Multiplicity: 1
HOMO-LUMO gap (spin up / spin down) in Eh: 0.378 / 0.134


Record 2
Below is a 2-piece molecular cluster, C7H17O3 overall, with properties calculated with ωB97M-V/def2-TZVPD.

```
27
Properties=species:S:1:pos:R:3
C 2.875 1.016 0.938
O 1.779 0.796 1.714
H 3.708 1.257 1.641
H 3.185 0.118 0.372
H 2.756 1.883 0.262
C -0.199 0.055 0.492
C -1.145 0.066 1.679
O -0.918 -1.041 2.517
C -1.890 -1.187 3.518
H 0.474 -0.816 0.586
H -0.034 1.112 0.226
H -2.196 0.064 1.331
H -1.033 1.007 2.248
H -2.883 -1.394 3.083
H -1.595 -2.029 4.156
H -1.966 -0.277 4.139
C 0.778 0.741 -3.872
O -0.093 0.733 -2.770
C -0.234 -0.542 -2.185
C -1.073 -0.451 -0.936
H 0.806 1.762 -4.273
H 1.799 0.442 -3.577
H 0.429 0.052 -4.660
H 0.767 -0.954 -1.947
H -0.702 -1.236 -2.909
H -1.496 -1.437 -0.705
H -1.899 0.262 -1.067
```

Summary:
Energy above the lowest of the compared OMol25 structures with the same formula, charge and spin in eV: 0.8918
M in g/mol: 149.21
LUMO (spin up / spin down) in eV: 0.94 / -1.06
Multiplicity: 2
HOMO-LUMO gap (spin up / spin down) in Eh: 0.377 / 0.305


Record 3
Below is a 2-piece molecular cluster, C7H18 overall, with properties calculated with ωB97M-V/def2-TZVPD.

```
25
Properties=species:S:1:pos:R:3
C 0.904 1.838 0.583
C 0.680 2.191 2.033
C 0.617 3.031 -0.352
H 1.876 1.472 0.294
H 0.234 1.101 0.147
H 0.875 3.228 2.236
H 1.531 1.815 2.628
H -0.237 3.616 -0.005
H 1.417 3.732 -0.598
H -0.162 1.816 2.606
H 0.265 2.709 -1.342
C -0.603 -1.495 -0.386
C -1.830 -2.338 -0.039
C 0.696 -2.158 0.053
C -0.514 -1.143 -1.874
H -0.742 -0.572 0.152
H -2.010 -2.315 1.037
H 0.701 -3.177 -0.343
H 1.587 -1.617 -0.265
H 0.776 -2.232 1.142
H -1.508 -1.045 -2.234
H 0.018 -0.241 -2.141
H -0.103 -1.968 -2.462
H -1.539 -3.378 -0.237
H -2.760 -2.186 -0.571
```

Summary:
Energy above the lowest of the compared OMol25 structures with the same formula, charge and spin in eV: 0.8096
M in g/mol: 102.22
LUMO in eV: 1.02
Multiplicity: 1
HOMO-LUMO gap in Eh: 0.439
SMILES: CC(C)C.CCC


Record 4
Below is C7H18BF4I2OP2Sc as an isolated structure, with properties calculated with ωB97M-V/def2-TZVPD.

```
36
Properties=species:S:1:pos:R:3
I 0.016 -0.772 -3.474
I 0.006 3.511 -0.890
Sc 0.006 0.736 -1.054
P -2.543 0.228 -0.472
C -3.689 -0.047 -1.853
C -2.730 -1.325 0.472
H -3.735 -1.417 0.899
H -4.394 1.116 0.812
H -2.007 -1.342 1.306
H -2.840 1.492 1.602
H -3.475 -0.996 -2.359
H -2.536 -2.167 -0.198
C -3.356 1.420 0.637
H -4.683 -0.074 -1.396
H -3.323 2.393 0.141
H -3.604 0.770 -2.580
P 2.558 0.211 -0.477
C 3.717 -0.082 -1.847
C 3.396 1.409 0.605
H 2.069 -1.215 1.429
H 3.720 -1.490 0.837
H 2.320 -2.154 -0.067
C 2.686 -1.310 0.523
H 2.971 1.376 1.615
H 4.465 1.179 0.656
H 4.722 -0.121 -1.421
H 3.637 0.742 -2.562
H 3.249 2.406 0.182
H 3.495 -1.020 -2.365
C -0.016 -1.791 -0.815
O -0.026 -2.916 -0.573
F -0.028 0.543 0.961
B 0.005 0.219 2.810
F -0.979 1.115 3.096
F -0.374 -1.090 2.712
F 1.298 0.462 3.109
```

Summary:
Energy above the lowest of the compared OMol25 structures with the same formula, charge and spin in eV: 0.0000
M in g/mol: 565.74
Net charge: +2
LUMO (spin up / spin down) in eV: -11.44 / -11.61
Multiplicity: 1
HOMO-LUMO gap (spin up / spin down) in Eh: 0.178 / 0.172


Record 5
Below is C7H18BiClI2OP2 as an isolated structure, with properties calculated with ωB97M-V/def2-TZVPD.

```
32
Properties=species:S:1:pos:R:3
I -0.002 2.115 1.563
I 0.003 -1.992 1.557
Bi 0.000 -0.080 -0.981
P -2.705 -0.006 -0.219
C -3.418 0.056 1.453
C -3.429 1.398 -1.109
H -4.492 1.166 -1.246
H -4.508 -1.265 -1.140
H -2.948 1.490 -2.092
H -2.974 -1.656 -1.980
H -3.079 0.961 1.975
H -3.281 2.322 -0.533
C -3.441 -1.489 -0.996
H -4.520 0.046 1.388
H -3.306 -2.375 -0.352
H -3.074 -0.800 2.049
P 2.705 -0.005 -0.226
C 3.418 0.082 1.455
C 3.449 -1.471 -0.994
H 2.936 1.509 -2.094
H 4.485 1.187 -1.251
H 3.275 2.341 -0.535
C 3.420 1.416 -1.112
H 2.988 -1.637 -1.976
H 4.511 -1.243 -1.135
H 4.524 0.076 1.387
H 3.077 -0.779 2.052
H 3.313 -2.353 -0.353
H 3.073 0.991 1.974
Cl 0.000 -0.119 -3.505
O 0.000 -0.001 4.071
C -0.002 0.114 2.905
```

Summary:
Energy above the lowest of the compared OMol25 structures with the same formula, charge and spin in eV: 0.8797
M in g/mol: 678.41
Net charge: +2
LUMO (spin up / spin down) in eV: -10.32 / -10.32
Multiplicity: 1
HOMO-LUMO gap (spin up / spin down) in Eh: 0.166 / 0.166


Record 6
Below is C7H18ClGaO10PS2 as an isolated structure, with properties calculated with ωB97M-V/def2-TZVPD.

```
40
Properties=species:S:1:pos:R:3
C 2.647 -0.762 2.667
C 1.310 -1.403 1.903
O 1.811 -2.024 0.634
C 0.542 -2.487 2.862
Ga -1.421 -1.989 3.334
P -2.493 -0.829 1.612
O -1.646 0.697 1.301
Cl -4.456 -0.157 2.234
H 3.052 0.073 1.928
H 3.458 -1.594 2.878
H 2.305 -0.214 3.663
H 0.667 -0.484 1.571
H 1.104 -1.818 -0.074
H 1.206 -2.631 3.834
H 0.482 -3.506 2.260
H -1.400 -1.207 4.754
H -2.294 -3.335 3.614
H -1.445 1.034 2.242
C -2.918 0.665 -3.520
C -3.647 -0.675 -3.496
O -2.635 -1.655 -3.711
S -1.237 -1.125 -3.058
O -1.096 -1.721 -1.748
O -0.207 -1.192 -4.068
O -1.673 0.434 -2.863
H -2.707 0.981 -4.547
H -3.479 1.451 -3.008
H -4.420 -0.743 -4.266
H -4.095 -0.862 -2.514
C 1.394 2.190 -1.296
C 1.487 2.222 0.227
O 2.882 2.165 0.517
S 3.702 2.918 -0.675
O 3.988 4.268 -0.243
O 4.718 2.018 -1.169
O 2.488 2.977 -1.762
H 1.520 1.171 -1.677
H 0.447 2.599 -1.660
H 0.961 1.386 0.695
H 1.098 3.165 0.626
```

Summary:
M in g/mol: 462.49
Net charge: -1
LUMO in eV: 2.09
Multiplicity: 1
HOMO-LUMO gap in Eh: 0.242


Record 7
Below is C7H18ClIOPPtS as an isolated structure, with properties calculated with ωB97M-V/def2-TZVPD.

```
31
Properties=species:S:1:pos:R:3
C -1.136 0.149 -1.489
I -3.842 -1.546 -0.412
H -1.608 1.049 -1.053
H -1.605 -0.803 -1.201
H -1.004 0.297 -2.579
Pt 0.968 -0.197 -0.658
P 3.025 -0.469 0.225
C 3.920 -1.915 -0.411
C 3.866 1.002 -0.413
H 3.366 0.496 2.426
H 4.097 -1.156 2.288
H 2.328 -0.956 2.506
C 3.227 -0.524 2.039
H 3.597 1.855 0.217
H 4.948 0.853 -0.424
H 4.992 -1.798 -0.197
H 3.781 -2.022 -1.495
H 3.510 1.196 -1.434
H 3.549 -2.821 0.088
C 1.013 -1.668 -1.782
O 0.954 -2.634 -2.435
Cl 0.745 1.413 0.986
C -5.392 1.051 -0.725
S -3.770 0.892 0.117
C -4.088 1.166 1.882
H -5.350 0.469 -1.656
H -5.459 2.115 -0.987
H -6.255 0.746 -0.116
H -3.343 1.927 2.181
H -5.103 1.573 2.016
H -3.931 0.262 2.496
```

Summary:
Energy above the lowest of the compared OMol25 structures with the same formula, charge and spin in eV: 1.2468
M in g/mol: 538.70
Net charge: +3
LUMO (spin up / spin down) in eV: -10.98 / -15.69
Multiplicity: 5
HOMO-LUMO gap (spin up / spin down) in Eh: 0.238 / 0.157


Record 8
Below is C7H18CuF3N6O5 as an isolated structure, with properties calculated with ωB97M-V/def2-TZVPD.

```
40
Properties=species:S:1:pos:R:3
Cu -0.540 -0.190 -0.622
C -0.189 -2.160 1.124
O 0.083 -0.809 1.484
O -0.662 -2.146 -0.117
C 1.090 -2.964 1.373
F 2.172 -2.518 0.690
F 1.431 -2.943 2.677
F 0.923 -4.243 1.009
C -0.425 -0.177 2.612
C 0.271 1.163 2.780
H 1.303 1.109 3.152
H 0.501 1.606 1.797
H -0.301 1.864 3.385
H -0.236 -0.715 3.552
H -1.508 0.003 2.559
H -0.938 -2.613 1.815
C -2.859 1.767 0.481
O -2.426 0.798 -0.128
N -2.132 2.873 0.787
N -4.128 1.728 1.002
H -1.180 2.959 0.481
H -2.566 3.698 1.159
H -4.661 0.903 0.797
H -4.554 2.421 1.588
C 3.183 0.357 -0.105
O 1.970 0.350 -0.252
N 3.836 1.231 0.733
N 3.981 -0.500 -0.830
H 4.732 0.952 1.085
H 3.255 1.875 1.236
H 4.965 -0.577 -0.645
H 3.493 -1.324 -1.137
C -0.872 -0.282 -3.992
O -0.726 0.185 -2.871
N -1.323 -1.561 -4.155
N -0.628 0.439 -5.124
H -1.446 -2.018 -5.036
H -1.537 -2.032 -3.292
H -0.498 1.428 -5.023
H -0.852 0.066 -6.027
```

Summary:
Energy above the lowest of the compared OMol25 structures with the same formula, charge and spin in eV: 0.0000
M in g/mol: 386.80
LUMO in eV: 0.57
Multiplicity: 1
HOMO-LUMO gap in Eh: 0.256


no.,maximum force (eV Å⁻¹)
1,5.7
2,4.8
3,2.7
4,4.2
5,3.8
6,3.2
7,7.8
8,1.9